No. 1
The following is a DFT calculation (ωB97M-V/def2-TZVPD) of 2 unconnected molecules or ions with the total composition C5H15NO2 in a non-equilibrium geometry.

**LUMO level (spin up / spin down)**: -0.116 / -0.292 hartree
**HOMO-LUMO gap (spin up / spin down)**: 0.412 / 0.235 Eh
**Calculated total energy**: -404.38556 Ha
**HOMO level (spin up / spin down)**: -14.36 / -14.34 eV

```
! RIJCOSX wB97M-V def2-TZVPD def2/J DEFGRID3
* xyz 1 2
C -0.5698 2.1124 -0.3092
N 0.2108 1.0999 0.4046
C 0.0403 -0.2594 -0.1105
C 1.4055 -0.8765 -0.6562
C 1.3323 -1.1498 -2.1393
O 0.2897 -2.1054 -2.4108
C -0.5393 -1.1891 0.9736
H -0.5659 1.8349 -1.3652
H -1.6166 1.9872 -0.0252
H -0.0768 3.0797 -0.2552
H 0.1188 1.0381 1.4154
H -0.5895 -0.1972 -0.9967
H 2.1913 -0.1329 -0.4887
H 1.6141 -1.7462 -0.0380
H 0.8550 -0.2767 -2.5975
H 2.2777 -1.4318 -2.5907
H 0.6516 -3.0034 -2.4937
H 0.2639 -1.5090 1.6289
H -0.9760 -2.0103 0.4099
H -1.3599 -0.6601 1.4668
H -1.0633 1.4471 3.6989
H -2.2229 1.7466 2.8970
O -1.6710 2.2021 3.5818
*
```

natural (NBO) atomic charge list, values in e, 4 entries: -0.463 -0.116 -0.096 -0.394



No. 2
The following is a DFT calculation (ωB97M-V/def2-TZVPD) of 10 unconnected molecules or ions with the total composition C48H122N6O16 in a non-equilibrium geometry.

**LUMO level**: 0.016 hartree
**SMILES**: COCCNCCOC.COCCNCCOC.COCCNCCOC.COCCNCCOC.COCCNCCOC.COCCNCCOC.CC(C)O.CC(C)O.CC(C)O.CC(C)O
**HOMO-LUMO gap**: 0.332 Eh
**Calculated total energy**: -3433.91869 Ha
**HOMO level**: -8.59 eV

```
! RIJCOSX wB97M-V def2-TZVPD def2/J DEFGRID3
* xyz 0 1
C -8.4261 4.4205 -6.5558
O -9.6684 4.7243 -5.8885
C -10.8266 4.2847 -6.6494
C -12.1023 4.9884 -6.1514
N -12.0137 6.4300 -6.2903
C -13.1624 6.9875 -5.6082
C -13.0043 6.8603 -4.0783
O -11.8349 7.5262 -3.5729
C -11.7619 7.5831 -2.1838
H -8.4777 4.8775 -7.5440
H -8.3052 3.3438 -6.6747
H -7.5655 4.8021 -6.0065
H -10.8567 3.1955 -6.6201
H -10.6182 4.4724 -7.7027
H -12.2685 4.7077 -5.1114
H -12.9628 4.7398 -6.7725
H -11.2057 6.7757 -5.7925
H -14.0719 6.5770 -6.0468
H -13.2960 8.0423 -5.8483
H -13.0777 5.8536 -3.6667
H -13.8100 7.4500 -3.6412
H -10.7472 7.9069 -1.9523
H -11.9398 6.6599 -1.6323
H -12.4906 8.3275 -1.8630
C 9.8308 2.0203 0.6111
O 10.8661 1.0736 0.9428
C 11.6280 1.3050 2.0775
C 12.8499 0.3308 2.1708
N 13.8820 0.5030 1.0906
C 14.7775 -0.6578 1.0447
C 15.7929 -0.6772 -0.0625
O 15.0206 -0.8705 -1.2687
C 15.6323 -0.3814 -2.4414
H 10.1371 3.0174 0.9277
H 8.9331 1.9147 1.2202
H 9.5157 1.9376 -0.4291
H 11.0196 1.2615 2.9809
H 12.1256 2.2673 1.9574
H 12.4336 -0.6589 1.9830
H 13.2978 0.3096 3.1643
H 13.4366 0.6754 0.2007
H 14.0884 -1.4965 0.9461
H 15.2466 -0.6682 2.0285
H 16.5686 -1.4274 0.0915
H 16.3297 0.2673 -0.1508
H 16.6393 -0.7979 -2.4151
H 15.7678 0.6999 -2.4200
H 15.0259 -0.7104 -3.2852
C -7.5615 -1.5736 -4.0586
O -7.9408 -0.5828 -3.1445
C -7.9088 -0.9588 -1.7944
C -8.3721 0.1951 -0.9142
N -7.6375 1.3782 -1.2266
C -8.2915 2.5667 -0.5892
C -8.3609 2.4874 0.9166
O -9.3980 1.6009 1.4038
C -9.3546 1.5559 2.8588
H -7.5498 -1.3477 -5.1248
H -8.1884 -2.4622 -3.9832
H -6.5924 -2.0162 -3.8282
H -6.8851 -1.2577 -1.5689
H -8.5392 -1.8411 -1.6836
H -8.3716 -0.0774 0.1412
H -9.4191 0.2540 -1.2114
H -7.6224 1.5105 -2.2278
H -9.2545 2.7432 -1.0683
H -7.7283 3.4854 -0.7531
H -8.4479 3.5353 1.2034
H -7.3873 2.1747 1.2942
H -10.1553 0.9515 3.2851
H -9.4790 2.5299 3.3319
H -8.4434 1.0899 3.2337
C 1.3878 -4.4235 6.6981
O 0.9276 -4.7516 7.9936
C 0.2444 -5.9623 8.0169
C -0.5104 -6.2054 9.3431
N -1.6663 -5.3527 9.4296
C -2.3364 -5.5967 10.6732
C -1.4846 -4.9843 11.8301
O -0.9949 -3.6998 11.4688
C -0.2954 -3.1281 12.5731
H 0.5794 -4.5261 5.9742
H 2.2018 -5.0786 6.3878
H 1.7043 -3.3820 6.7543
H 1.0054 -6.7274 7.8630
H -0.5088 -6.1519 7.2522
H 0.1740 -5.9642 10.1564
H -0.8966 -7.2192 9.4488
H -1.2274 -4.4431 9.4267
H -2.7012 -6.6131 10.8210
H -3.2334 -4.9792 10.7224
H -0.6188 -5.6059 12.0584
H -2.1311 -4.6930 12.6579
H -0.9007 -3.2083 13.4760
H -0.2526 -2.0613 12.3533
H 0.7281 -3.4479 12.7687
C 7.3572 6.5183 7.6290
O 5.9521 6.3413 7.8149
C 5.5673 4.9681 8.1979
C 4.1404 5.0560 8.7736
N 3.1699 4.8577 7.7078
C 2.8780 3.4236 7.5879
C 1.8178 2.9242 8.6187
O 0.5772 3.5382 8.6516
C -0.1105 3.5956 7.4597
H 7.6508 7.5601 7.4999
H 7.8050 5.8941 6.8557
H 7.9562 6.2886 8.5102
H 6.2321 4.6966 9.0180
H 5.6501 4.1786 7.4510
H 4.0150 6.0693 9.1550
H 3.9785 4.3371 9.5767
H 2.3898 5.3639 8.1017
H 3.7928 2.8496 7.7355
H 2.4868 3.3089 6.5770
H 2.2676 3.0172 9.6071
H 1.5608 1.8838 8.4199
H -0.2526 2.6061 7.0250
H 0.3337 4.0979 6.6003
H -1.1072 3.9997 7.6366
C 3.0881 0.2739 -9.5790
O 3.3844 1.4720 -10.2604
C 2.5569 2.5420 -9.8721
C 1.2821 2.5834 -10.7134
N 1.4572 3.0364 -12.1105
C 0.2043 2.9851 -12.8843
C 0.4127 3.3841 -14.3809
O -0.6996 3.0981 -15.2345
C -0.3844 3.3516 -16.6041
H 2.0659 -0.0087 -9.8306
H 3.2015 0.2468 -8.4953
H 3.7422 -0.5029 -9.9750
H 3.1577 3.4252 -10.0891
H 2.3342 2.5571 -8.8052
H 0.6513 3.3421 -10.2501
H 0.8384 1.5959 -10.5866
H 2.2433 2.4940 -12.4393
H -0.5294 3.6619 -12.4464
H -0.2452 1.9921 -12.8741
H 1.1911 2.6959 -14.7103
H 0.7570 4.4171 -14.4300
H -1.2201 3.0954 -17.2553
H 0.4712 2.7303 -16.8688
H -0.1420 4.3903 -16.8285
C -8.1025 -5.4836 3.5478
C -6.6391 -5.6532 4.0549
C -6.0829 -4.2622 4.1341
O -6.7404 -6.2639 5.2858
H -8.0681 -4.7891 2.7084
H -8.8364 -5.2798 4.3275
H -8.4216 -6.4271 3.1050
H -6.0576 -6.2768 3.3759
H -6.2109 -3.7796 3.1652
H -5.0276 -4.1502 4.3830
H -6.6735 -3.6903 4.8498
H -5.9586 -6.0689 5.8077
C 2.3848 -7.5783 -2.4435
C 2.6919 -8.6730 -1.4474
C 1.4959 -8.8799 -0.4874
O 3.0375 -9.8703 -2.0702
H 3.1847 -7.5433 -3.1831
H 2.1618 -6.6767 -1.8730
H 1.5195 -7.7814 -3.0745
H 3.5580 -8.4600 -0.8207
H 1.6903 -9.6236 0.2854
H 0.6232 -9.1902 -1.0619
H 1.2956 -7.9373 0.0222
H 3.2807 -10.5637 -1.4524
C -1.0677 -0.1881 -2.5886
C -0.9520 -0.1582 -1.0764
C 0.4894 0.0089 -0.5984
O -1.6468 1.0262 -0.7705
H -2.0056 -0.4935 -3.0526
H -0.4817 -1.0304 -2.9561
H -0.7638 0.6834 -3.1685
H -1.4655 -1.0331 -0.6779
H 0.5596 0.2963 0.4507
H 1.0001 0.8066 -1.1379
H 1.0192 -0.9328 -0.7421
H -2.5803 0.9206 -0.9678
C 9.7021 -3.3639 -2.2700
C 8.7835 -4.2872 -1.5199
C 9.4241 -5.2706 -0.5916
O 8.0119 -3.4177 -0.7307
H 9.2325 -2.5978 -2.8869
H 10.3318 -3.9592 -2.9314
H 10.3051 -2.8147 -1.5469
H 8.1378 -4.8217 -2.2166
H 9.8535 -6.0642 -1.2032
H 8.6926 -5.7091 0.0871
H 10.1653 -4.7752 0.0355
H 8.5668 -2.6647 -0.5145
*
```

Löwdin atomic charge list, values in e, 4 entries: -0.097 -0.210 -0.192 -0.207



- What is the calculated total energy in the first record?
  -404.38556 Ha